# 1
Computed, not measured: a structure of composition C20H20ErN7O4S, with the ωB97M-V functional and the def2-TZVPD basis.

Output
- HOMO (spin up / spin down) (eV) = -12.827 / -12.829
- charge = +2
- E_LUMO (spin up / spin down) (eV) = -6.001 / -5.988
- expectation value of S² = 3.7527
- spin multiplicity = 4

Each line ends with the natural charge from an NBO analysis.
Element x y z (Å)
Er  1.021  -0.127  1.050  2.14
O  -0.598  -1.251  1.544  -0.67
N  -1.795  -0.715  1.432  0.20
N  -1.771  0.533  1.291  0.21
O  -0.635  1.208  1.237  -0.67
C  -3.016  1.267  1.204  0.13
C  -2.952  2.610  0.871  -0.23
C  -4.139  3.322  0.782  -0.19
C  -5.351  2.693  1.022  -0.16
C  -5.387  1.344  1.355  -0.18
C  -4.216  0.614  1.452  -0.22
H  -2.002  3.085  0.682  0.24
H  -4.112  4.373  0.527  0.24
H  -6.273  3.253  0.953  0.24
H  -6.332  0.856  1.546  0.24
H  -4.233  -0.433  1.714  0.25
N  0.820  -0.780  -3.460  -0.54
C  -0.105  0.075  -4.122  0.08
C  -0.304  -0.073  -5.481  -0.20
C  -1.206  0.754  -6.139  -0.18
C  -1.901  1.720  -5.434  -0.18
C  -1.695  1.865  -4.066  -0.22
C  -0.796  1.041  -3.414  -0.14
S  -0.560  1.258  -1.673  0.47
N  0.624  0.062  -1.279  -0.82
C  1.119  -0.757  -2.158  0.48
C  2.125  -1.748  -1.658  0.16
C  2.771  -2.656  -2.476  -0.21
C  3.695  -3.532  -1.920  -0.11
C  3.948  -3.469  -0.565  -0.22
C  3.263  -2.531  0.189  0.09
N  2.370  -1.689  -0.336  -0.55
H  1.263  -1.468  -4.042  0.42
H  0.242  -0.831  -6.030  0.22
H  -1.359  0.637  -7.203  0.24
H  -2.604  2.366  -5.940  0.24
H  -2.236  2.621  -3.510  0.23
H  2.586  -2.706  -3.539  0.23
H  4.207  -4.250  -2.547  0.25
H  4.661  -4.128  -0.091  0.26
H  3.433  -2.445  1.254  0.23
C  3.396  -1.135  5.996  -0.28
O  3.293  -1.309  4.561  -0.44
C  2.510  -0.560  3.848  0.94
O  2.478  -0.726  2.611  -0.77
N  1.761  0.394  4.425  -0.46
N  0.897  1.107  3.581  -0.65
H  4.126  -1.867  6.318  0.25
H  2.436  -1.343  6.469  0.20
H  3.755  -0.133  6.227  0.20
H  1.737  0.537  5.423  0.42
H  1.107  2.100  3.639  0.40
H  -0.063  0.969  3.881  0.40


# 2
Computed, not measured: a structure of composition C12H26O13P2Sm, with the ωB97M-V functional and the def2-TZVPD basis.

Output
- HOMO (spin up / spin down) (eV) = -12.887 / -12.883
- charge = +1
- E_LUMO (spin up / spin down) (eV) = -3.183 / -2.190
- expectation value of S² = 8.7582
- energy above the lowest of the compared OMol25 structures with the same formula, charge and spin (kcal/mol) = 0.0
- spin multiplicity = 6

Each line ends with the natural charge from an NBO analysis.
Element x y z (Å)
Sm  -0.114  0.778  -0.364  1.88
C  1.759  -1.154  -2.425  -0.10
C  2.516  0.080  -1.920  -0.10
O  2.409  0.207  -0.498  -0.55
C  3.134  -0.761  0.268  -0.10
C  2.179  -1.682  1.020  -0.09
O  1.041  -0.984  1.524  -0.54
C  1.216  -0.380  2.806  -0.10
C  1.675  1.058  2.681  -0.09
O  0.782  1.817  1.870  -0.54
C  -0.266  2.498  2.563  -0.09
C  -1.545  1.655  2.687  -0.09
O  -1.495  0.571  1.752  -0.58
C  -2.781  0.040  1.418  -0.09
C  -2.559  -1.339  0.846  -0.08
O  -1.676  -1.222  -0.264  -0.56
C  -1.291  -2.474  -0.831  -0.08
C  -0.359  -2.212  -1.989  -0.09
O  0.717  -1.420  -1.484  -0.58
H  2.402  -2.036  -2.498  0.19
H  1.334  -0.936  -3.408  0.23
H  2.090  1.006  -2.314  0.25
H  3.566  0.056  -2.220  0.21
H  3.784  -0.207  0.948  0.20
H  3.778  -1.354  -0.384  0.20
H  2.712  -2.173  1.840  0.20
H  1.786  -2.449  0.359  0.21
H  1.931  -0.955  3.401  0.20
H  0.246  -0.434  3.301  0.20
H  2.648  1.127  2.196  0.20
H  1.767  1.517  3.670  0.20
H  -0.468  3.396  1.987  0.23
H  0.097  2.797  3.549  0.20
H  -2.409  2.287  2.468  0.21
H  -1.665  1.228  3.687  0.19
H  -3.260  0.709  0.695  0.22
H  -3.413  -0.027  2.307  0.21
H  -3.512  -1.766  0.517  0.21
H  -2.110  -1.998  1.597  0.19
H  -2.178  -3.008  -1.185  0.21
H  -0.799  -3.075  -0.058  0.19
H  -0.855  -1.674  -2.799  0.23
H  0.019  -3.169  -2.362  0.20
O  -2.914  1.167  -2.057  -1.01
P  -1.762  1.575  -3.113  2.56
O  -2.242  1.536  -4.484  -1.07
O  -0.603  0.734  -2.567  -1.20
O  -1.348  3.098  -2.638  -1.08
P  -0.626  3.416  -1.251  2.58
O  -0.692  4.969  -1.101  -0.97
O  0.756  2.801  -1.233  -1.13
O  -1.391  2.724  -0.133  -1.15
H  -3.801  1.397  -2.359  0.52
H  -0.310  5.505  -1.808  0.53


# 3
Computed, not measured: a cluster of 2 separate species, C4H9N in total, with the ωB97M-V functional and the def2-TZVPD basis.

Output
- HOMO (eV) = -7.837
- E_LUMO (eV) = 0.285
- energy above the lowest of the compared OMol25 structures with the same formula, charge and spin (kcal/mol) = 134.2

Each line ends with the natural charge from an NBO analysis.
Element x y z (Å)
C  0.359  -0.845  1.819  -0.62
C  -0.130  -0.754  0.401  -0.40
C  0.851  -0.307  -0.636  0.03
C  -0.792  0.363  -2.059  -0.08
N  0.398  -0.161  -1.900  -0.46
H  0.878  -1.774  2.047  0.22
H  1.088  -0.033  1.981  0.22
H  -0.507  -0.749  2.482  0.23
H  -0.170  0.406  0.115  0.30
H  -0.948  -1.300  -0.046  0.25
H  1.938  -0.335  -0.540  0.21
H  -0.783  3.064  -0.705  0.02
H  -1.243  -0.249  -2.862  0.11
H  -0.938  2.676  -0.095  -0.02


Taking the records one at a time from the top gives strongest force on any atom values of 2.3; 1.4; 4.6 eV/Å.